No. 1
C2H3BrO2P | the ωB97M-V functional and the def2-TZVPD basis

Properties
- Orbital gap: 8.7 eV
- SMILES: C=C[P@](=O)([O-])Br
- Largest force on an atom: 0.1134 hartree/bohr
- HOMO level: -0.1871 Ha
- Relative energy (zero: lowest compared OMol25 entry of this formula, charge and spin): 38.1 kJ/mol
- Total charge: -1

Each atom is followed by the atoms it is bonded to, with distances in Å.
Positions of all 9 atoms, in Å:
1 C 0.32 0.44 -0.27  C2 1.310, H7 1.078, H8 1.137
2 C -0.76 0.09 0.37  C1 1.310, P5 1.723, H9 1.120
3 O -2.08 1.37 -1.51  P5 1.481
4 O -2.67 1.99 1.00  P5 1.582
5 P -2.18 0.96 -0.09  C2 1.723, O3 1.481, O4 1.582, Br6 2.299
6 Br -3.70 -0.77 0.03  P5 2.299
7 H 1.37 0.41 -0.04  C1 1.078
8 H 0.27 1.12 -1.18  C1 1.137
9 H -0.64 -0.66 1.19  C2 1.120

Löwdin population analysis, charges in e, atoms 1 to 4:
1. C -0.09
2. C -0.35
3. O -0.43
4. O -0.50


No. 2
C2H3BrO3 | the ωB97M-V functional and the def2-TZVPD basis

Properties
- Orbital gap (spin up / spin down): 7.3 / 7.9 eV
- SMILES: O=C(CO)OBr
- Largest force on an atom: 0.0834 hartree/bohr
- HOMO level (spin up / spin down): -0.3502 / -0.3535 Ha
- Relative energy (zero: lowest compared OMol25 entry of this formula, charge and spin): 298.4 kJ/mol

Each atom is followed by the atoms it is bonded to, with distances in Å.
Positions of all 9 atoms, in Å:
1 C -0.67 -0.48 0.28  C2 1.872, O3 1.166, O5 1.220
2 C 0.92 0.48 -0.01  C1 1.872, O4 1.328, H7 1.138, H8 1.019
3 O -0.66 -1.41 0.99  C1 1.166
4 O 1.72 -0.20 -0.83  C2 1.328, H9 0.978
5 O -1.39 0.33 -0.27  C1 1.220, Br6 2.195
6 Br -3.58 0.49 -0.26  O5 2.195
7 H 1.10 0.55 1.11  C2 1.138
8 H 0.52 1.33 -0.40  C2 1.019
9 H 2.03 -1.10 -0.61  O4 0.978

Löwdin population analysis, charges in e, atoms 1 to 4:
1. C -0.60
2. C -0.08
3. O 0.17
4. O 0.04


No. 3
C2H3BrO3S | the ωB97M-V functional and the def2-TZVPD basis

Properties
- Orbital gap (spin up / spin down): 8.9 / 8.9 eV
- Largest force on an atom: 0.0966 hartree/bohr
- HOMO level (spin up / spin down): -0.3533 / -0.3533 Ha
- Relative energy (zero: lowest compared OMol25 entry of this formula, charge and spin): 286.4 kJ/mol

Each atom is followed by the atoms it is bonded to, with distances in Å.
Positions of all 10 atoms, in Å:
1 C 0.41 -0.36 1.15  O5 1.333, H8 1.083, H9 1.068
2 C -1.21 0.00 -0.36  S6 1.874, Br7 1.930, H10 1.046
3 O -1.03 -2.32 -1.27  S6 1.410
4 O -2.20 -2.40 0.90  S6 1.416
5 O 0.24 -1.67 0.99  C1 1.333, S6 1.755
6 S -1.23 -1.83 0.04  C2 1.874, O3 1.410, O4 1.416, O5 1.755
7 Br -2.86 0.94 -0.01  C2 1.930
8 H 1.34 0.06 0.80  C1 1.083
9 H -0.10 0.00 2.02  C1 1.068
10 H -0.93 0.29 -1.32  C2 1.046

Löwdin population analysis, charges in e, atoms 1 to 4:
1. C -0.08
2. C -0.61
3. O -0.26
4. O -0.25


No. 4
C2H3BrOS | the ωB97M-V functional and the def2-TZVPD basis

Properties
- Orbital gap: 9.0 eV
- SMILES: O=C=CBr.S
- Largest force on an atom: 0.0412 hartree/bohr
- HOMO level: -0.3322 Ha
- Relative energy (zero: lowest compared OMol25 entry of this formula, charge and spin): 128.8 kJ/mol

Each atom is followed by the atoms it is bonded to, with distances in Å.
Positions of all 8 atoms, in Å:
1 C -1.53 0.54 -0.38  C2 1.290, Br5 1.870, H6 1.089
2 C -1.16 1.56 0.33  C1 1.290, O3 1.151
3 O -0.85 2.45 0.98  C2 1.151
4 S 2.01 -1.68 0.05  H7 1.304, H8 1.329
5 Br -2.88 -0.68 0.04  C1 1.870
6 H -1.40 0.70 -1.45  C1 1.089
7 H 3.06 -1.49 -0.69  S4 1.304
8 H 2.74 -1.39 1.12  S4 1.329

Löwdin population analysis, charges in e, atoms 1 to 4:
1. C -0.64
2. C -0.32
3. O 0.20
4. S 0.49


No. 5
C2H3BrOS | the ωB97M-V functional and the def2-TZVPD basis

Properties
- Orbital gap (spin up / spin down): 7.5 / 7.0 eV
- Largest force on an atom: 0.0550 hartree/bohr
- HOMO level (spin up / spin down): -0.3450 / -0.3271 Ha
- Relative energy (zero: lowest compared OMol25 entry of this formula, charge and spin): 285.6 kJ/mol

Each atom is followed by the atoms it is bonded to, with distances in Å.
Positions of all 8 atoms, in Å:
1 C 2.19 0.57 -0.41  O3 1.159, Br5 1.919
2 C -1.58 -0.23 0.27  S4 1.817, H6 1.066, H7 1.187, H8 1.136
3 O 2.29 0.72 -1.55  C1 1.159
4 S -1.26 1.37 1.07  C2 1.817
5 Br 3.12 -0.88 0.44  C1 1.919
6 H -2.59 -0.48 0.50  C2 1.066
7 H -0.71 -0.99 0.54  C2 1.187
8 H -1.47 -0.10 -0.85  C2 1.136

Löwdin population analysis, charges in e, atoms 1 to 4:
1. C -0.63
2. C -0.57
3. O -0.01
4. S 0.50


No. 6
C2H3BrOS | the ωB97M-V functional and the def2-TZVPD basis

Properties
- Orbital gap (spin up / spin down): 8.2 / 8.2 eV
- SMILES: OCC(=S)Br
- Largest force on an atom: 0.0904 hartree/bohr
- HOMO level (spin up / spin down): -0.3338 / -0.3338 Ha
- Relative energy (zero: lowest compared OMol25 entry of this formula, charge and spin): 142.1 kJ/mol

Each atom is followed by the atoms it is bonded to, with distances in Å.
Positions of all 8 atoms, in Å:
1 C 1.03 0.55 -1.41  C2 1.479, S4 1.748, Br5 1.890
2 C 0.44 0.21 -0.10  C1 1.479, O3 1.350, H6 1.178, H7 1.182
3 O -0.15 -1.00 0.02  C2 1.350, H8 0.994
4 S 1.90 2.06 -1.47  C1 1.748
5 Br 0.80 -0.66 -2.84  C1 1.890
6 H -0.26 1.15 -0.06  C2 1.178
7 H 1.17 0.56 0.76  C2 1.182
8 H 0.57 -1.67 0.15  O3 0.994

Löwdin population analysis, charges in e, atoms 1 to 4:
1. C -1.15
2. C -0.50
3. O -0.08
4. S 0.55


No. 7
C2H3BrOS | the ωB97M-V functional and the def2-TZVPD basis

Properties
- Orbital gap: 6.8 eV
- Largest force on an atom: 0.0449 hartree/bohr
- HOMO level: -0.2832 Ha
- Relative energy (zero: lowest compared OMol25 entry of this formula, charge and spin): 500.6 kJ/mol

Each atom is followed by the atoms it is bonded to, with distances in Å.
Positions of all 8 atoms, in Å:
1 C -0.37 -0.27 1.91  O3 1.210, Br5 2.172
2 C -1.98 1.00 0.45  O3 1.528, H6 1.065, H7 1.101, H8 1.080
3 O -0.69 0.64 1.18  C1 1.210, C2 1.528
4 S -0.97 -3.27 -0.02  Br5 2.164
5 Br -1.44 -2.15 1.77  C1 2.172, S4 2.164
6 H -2.50 0.51 1.23  C2 1.065
7 H -2.04 0.39 -0.47  C2 1.101
8 H -1.88 2.07 0.41  C2 1.080

Löwdin population analysis, charges in e, atoms 1 to 4:
1. C -0.22
2. C 0.09
3. O -0.17
4. S -0.28


No. 8
C2H3Cl | the ωB97M-V functional and the def2-TZVPD basis

Properties
- Orbital gap: 11.0 eV
- SMILES: C=CCl
- Largest force on an atom: 0.0735 hartree/bohr
- HOMO level: -0.3648 Ha
- Relative energy (zero: lowest compared OMol25 entry of this formula, charge and spin): 51.4 kJ/mol

Each atom is followed by the atoms it is bonded to, with distances in Å.
Positions of all 6 atoms, in Å:
1 C 0.68 0.02 -0.19  C2 1.304, H4 1.189, H5 1.151
2 C -0.53 -0.21 0.22  C1 1.304, Cl3 1.767, H6 1.010
3 Cl -1.97 0.54 -0.47  C2 1.767
4 H 1.60 -0.22 0.53  C1 1.189
5 H 1.01 0.46 -1.21  C1 1.151
6 H -0.79 -0.58 1.12  C2 1.010

Löwdin population analysis, charges in e, atoms 1 to 4:
1. C -0.10
2. C -0.63
3. Cl 0.54
4. H 0.10


No. 9
C2H3Cl2F | the ωB97M-V functional and the def2-TZVPD basis

Properties
- Orbital gap: 11.4 eV
- SMILES: F[C@@H](Cl)CCl
- Largest force on an atom: 0.1080 hartree/bohr
- HOMO level: -0.3875 Ha
- Relative energy (zero: lowest compared OMol25 entry of this formula, charge and spin): 168.7 kJ/mol

Each atom is followed by the atoms it is bonded to, with distances in Å.
Positions of all 8 atoms, in Å:
1 C -0.34 -0.50 0.51  C2 1.600, H3 1.159, H4 1.050, Cl7 1.892
2 C 0.44 0.43 -0.53  C1 1.600, H5 1.144, F6 1.264, Cl8 1.841
3 H -0.37 -0.11 1.60  C1 1.159
4 H -0.40 -1.55 0.58  C1 1.050
5 H 0.08 0.53 -1.61  C2 1.144
6 F 0.41 1.50 0.14  C2 1.264
7 Cl -1.95 -0.05 -0.39  C1 1.892
8 Cl 2.13 -0.26 -0.31  C2 1.841

Löwdin population analysis, charges in e, atoms 1 to 4:
1. C -0.43
2. C -0.88
3. H 0.12
4. H 0.03


No. 10
C2H3Cl2F | the ωB97M-V functional and the def2-TZVPD basis

Properties
- Orbital gap: 11.7 eV
- SMILES: F[C@H](Cl)CCl
- Largest force on an atom: 0.0905 hartree/bohr
- HOMO level: -0.4016 Ha
- Relative energy (zero: lowest compared OMol25 entry of this formula, charge and spin): 95.3 kJ/mol

Each atom is followed by the atoms it is bonded to, with distances in Å.
Positions of all 8 atoms, in Å:
1 C 0.62 0.01 0.47  C2 1.472, H3 1.095, H4 1.003, Cl7 1.700
2 C -0.64 -0.11 -0.28  C1 1.472, H5 1.054, F6 1.373, Cl8 1.819
3 H 0.58 0.15 1.56  C1 1.095
4 H 0.72 -0.98 0.40  C1 1.003
5 H -1.36 -0.56 0.34  C2 1.054
6 F -0.56 -0.76 -1.49  C2 1.373
7 Cl 1.91 0.68 -0.42  C1 1.700
8 Cl -1.27 1.57 -0.58  C2 1.819

Löwdin population analysis, charges in e, atoms 1 to 4:
1. C -0.70
2. C -0.77
3. H 0.12
4. H 0.03


No. 11
C2H3Cl2FNO3S2 | the ωB97M-V functional and the def2-TZVPD basis

Properties
- Orbital gap (spin up / spin down): 4.4 / 7.9 eV
- Largest force on an atom: 0.0889 hartree/bohr
- HOMO level (spin up / spin down): -0.1040 / -0.1837 Ha
- Relative energy (zero: lowest compared OMol25 entry of this formula, charge and spin): 52.1 kJ/mol
- Total charge: -1

Each atom is followed by the atoms it is bonded to, with distances in Å.
Positions of all 14 atoms, in Å:
1 C -0.30 0.12 -0.03  N3 1.480, H12 1.025, H13 1.112, H14 1.088
2 C -1.55 2.76 -1.53  F7 1.376, S8 1.905, Cl10 1.836, Cl11 1.712
3 N 0.07 1.50 0.37  C1 1.480, S8 1.562
4 O -3.00 1.98 2.85  S9 1.468
5 O -1.02 0.88 3.92  S9 1.430
6 O -2.72 -0.48 2.75  S9 1.460
7 F -1.55 1.81 -2.52  C2 1.376
8 S 0.15 2.65 -0.68  C2 1.905, N3 1.562
9 S -2.11 0.82 2.99  O4 1.468, O5 1.430, O6 1.460
10 Cl -2.96 2.40 -0.41  C2 1.836
11 Cl -1.74 4.26 -2.33  C2 1.712
12 H 0.44 -0.52 -0.32  C1 1.025
13 H -0.88 -0.27 0.84  C1 1.112
14 H -1.02 0.23 -0.83  C1 1.088

Löwdin population analysis, charges in e, atoms 1 to 4:
1. C -0.22
2. C -1.50
3. N -0.51
4. O -0.41


No. 12
C2H3Cl2N | the ωB97M-V functional and the def2-TZVPD basis

Properties
- Orbital gap: 11.3 eV
- SMILES: [H]/N=C(\Cl)CCl
- Largest force on an atom: 0.0813 hartree/bohr
- HOMO level: -0.3925 Ha
- Relative energy (zero: lowest compared OMol25 entry of this formula, charge and spin): 21.4 kJ/mol

Each atom is followed by the atoms it is bonded to, with distances in Å.
Positions of all 8 atoms, in Å:
1 C -0.13 0.23 -0.44  C2 1.506, N3 1.227, Cl4 1.859
2 C -0.13 -0.40 0.93  C1 1.506, Cl5 1.766, H6 1.008, H7 1.089
3 N 0.19 -0.43 -1.43  C1 1.227, H8 1.103
4 Cl -0.77 1.97 -0.42  C1 1.859
5 Cl 1.51 -0.34 1.58  C2 1.766
6 H -0.27 -1.37 0.71  C2 1.008
7 H -0.78 0.28 1.49  C2 1.089
8 H 0.37 0.06 -2.40  N3 1.103

Löwdin population analysis, charges in e, atoms 1 to 4:
1. C -0.82
2. C -0.60
3. N 0.10
4. Cl 0.52